Density functional theory data (ωB97M-V with the def2-TZVPD basis set) for a structure of composition C7H11N2.

Atoms and positions in Å:
C: 2.048 1.004 -0.147
C: 2.317 -1.135 0.546
C: 0.774 0.686 -0.494
C: -0.604 1.332 -0.565
C: -1.091 -0.052 -0.216
C: -2.007 -0.715 -1.192
C: -1.278 -0.318 1.332
N: 2.820 0.032 0.474
N: 0.334 -0.578 -0.517
H: 2.461 1.996 -0.144
H: 2.593 -2.176 0.424
H: -0.528 1.969 0.269
H: -0.893 1.718 -1.513
H: -2.158 -1.738 -0.840
H: -1.628 -0.641 -2.138
H: -2.955 -0.109 -1.236
H: -0.968 0.450 1.960
H: -0.610 -1.247 1.578
H: -2.372 -0.566 1.601
H: 3.744 0.088 0.819

- lowest unoccupied orbital energy (alpha / beta) (eV) = -5.57 / -5.75
- frontier orbital gap (alpha / beta) (eV) = 7.7 / 7.6
- relative energy (zero: lowest compared OMol25 entry of this formula, charge and spin) (kcal per mole) = 160.2
- multiplicity = 1
- highest occupied orbital energy (alpha / beta) (hartree) = -0.490 / -0.492
- net charge = +1


Density functional theory data (ωB97M-V with the def2-TZVPD basis set) for a structure of composition C4H6O2Rh.

Atoms and positions in Å:
C: 1.048 0.660 0.274
O: 2.287 0.879 -0.204
H: 0.547 1.610 0.474
H: 2.358 0.649 -1.137
C: 0.635 -0.455 1.206
C: -0.785 -0.819 0.858
H: 1.316 -1.294 1.387
H: -1.440 -0.208 1.501
H: -0.971 -1.901 0.930
C: -0.959 -0.388 -0.561
O: -1.280 0.776 -0.928
Rh: -2.108 1.596 -2.457
H: -0.647 -1.105 -1.341

- lowest unoccupied orbital energy (alpha / beta) (eV) = -10.77 / -12.66
- frontier orbital gap (alpha / beta) (eV) = 4.7 / 7.8
- ⟨S²⟩ = 8.7613
- relative energy (zero: lowest compared OMol25 entry of this formula, charge and spin) (kcal per mole) = 37.2
- multiplicity = 6
- highest occupied orbital energy (alpha / beta) (hartree) = -0.570 / -0.754
- net charge = +2


Density functional theory data (ωB97M-V with the def2-TZVPD basis set) for a cluster of 2 separate species, C56H64N4O4 in total.

Atoms and positions in Å:
C: -0.021 3.521 -3.402
C: 0.766 2.353 -4.029
C: -0.215 1.507 -4.866
C: 1.815 2.969 -4.976
C: 1.518 1.459 -3.007
C: 2.265 0.421 -3.542
C: 3.103 -0.333 -2.761
C: 3.252 -0.029 -1.432
C: 2.542 0.989 -0.805
C: 3.092 1.361 0.616
C: 2.135 2.028 1.637
C: 4.266 2.329 0.389
C: 3.627 0.093 1.339
C: 1.594 1.695 -1.609
N: 0.528 2.472 -1.009
C: -0.815 2.067 -0.872
C: -1.480 1.097 -1.626
C: -2.899 0.887 -1.607
C: -3.770 1.976 -1.437
C: -5.111 1.798 -1.247
C: -5.649 0.525 -1.236
N: -7.059 0.367 -0.939
O: -7.524 -0.782 -0.816
O: -7.756 1.390 -0.807
C: -4.828 -0.571 -1.475
C: -3.482 -0.398 -1.676
N: -1.292 2.702 0.285
C: -2.450 2.391 1.086
C: -2.599 1.096 1.662
C: -1.535 -0.042 1.822
C: -2.223 -1.435 1.862
C: -0.828 0.199 3.165
C: -0.465 -0.184 0.725
C: -3.762 0.860 2.376
C: -4.738 1.807 2.545
C: -4.568 3.056 2.009
C: -3.448 3.392 1.264
C: -3.423 4.874 0.765
C: -4.766 5.227 0.083
C: -2.311 5.263 -0.247
C: -3.277 5.778 2.005
C: -0.318 3.616 0.708
C: 0.729 3.559 -0.142
H: 0.602 4.087 -2.712
H: -0.381 4.206 -4.171
H: -0.896 3.162 -2.866
H: 0.277 0.648 -5.321
H: -1.039 1.140 -4.258
H: -0.644 2.098 -5.676
H: 2.392 2.195 -5.480
H: 1.342 3.583 -5.743
H: 2.510 3.599 -4.421
H: 2.212 0.209 -4.595
H: 3.684 -1.132 -3.196
H: 3.971 -0.601 -0.874
H: 1.138 1.608 1.634
H: 2.518 1.918 2.652
H: 2.064 3.101 1.488
H: 5.003 1.893 -0.283
H: 3.924 3.262 -0.059
H: 4.760 2.567 1.329
H: 4.573 -0.245 0.920
H: 3.817 0.297 2.392
H: 2.910 -0.726 1.292
H: -0.875 0.405 -2.188
H: -3.355 2.964 -1.444
H: -5.765 2.637 -1.081
H: -5.281 -1.548 -1.485
H: -2.858 -1.258 -1.833
H: -2.954 -1.537 1.059
H: -1.489 -2.232 1.739
H: -2.723 -1.616 2.812
H: -0.343 1.173 3.187
H: -1.547 0.168 3.982
H: -0.074 -0.564 3.350
H: 0.020 0.756 0.504
H: 0.323 -0.873 1.027
H: -0.898 -0.582 -0.190
H: -3.911 -0.092 2.849
H: -5.628 1.567 3.103
H: -5.338 3.787 2.189
H: -5.615 5.053 0.740
H: -4.796 6.282 -0.192
H: -4.915 4.647 -0.825
H: -1.392 5.543 0.262
H: -2.089 4.461 -0.948
H: -2.601 6.137 -0.834
H: -2.350 5.565 2.534
H: -3.276 6.832 1.727
H: -4.101 5.619 2.701
H: -0.419 4.249 1.574
H: 1.614 4.171 -0.120
O: 1.104 -4.541 5.225
C: 2.196 -4.996 4.872
O: 2.569 -6.169 4.913
C: 3.154 -3.986 4.256
C: 4.634 -4.430 4.333
C: 5.083 -4.542 2.910
C: 4.025 -4.211 2.051
C: 4.157 -4.415 0.688
C: 5.338 -4.913 0.192
C: 6.391 -5.218 1.039
C: 6.263 -5.044 2.401
N: 2.869 -3.866 2.807
C: 1.564 -3.967 2.358
C: 1.225 -3.922 1.009
C: 0.382 -4.848 0.431
C: 0.180 -4.989 -0.972
C: -0.223 -6.232 -1.492
C: -0.402 -6.404 -2.843
C: -0.200 -5.340 -3.708
C: 0.202 -4.107 -3.219
C: 0.408 -3.931 -1.873
H: 2.989 -3.008 4.727
H: 5.269 -3.730 4.889
H: 4.698 -5.413 4.816
H: 3.329 -4.262 0.023
H: 5.427 -5.093 -0.863
H: 7.305 -5.616 0.632
H: 7.056 -5.326 3.071
H: 0.868 -4.409 3.053
H: 1.758 -3.235 0.373
H: -0.030 -5.607 1.075
H: -0.349 -7.065 -0.822
H: -0.680 -7.371 -3.230
H: -0.352 -5.475 -4.767
H: 0.361 -3.280 -3.893
H: 0.715 -2.971 -1.494

- lowest unoccupied orbital energy (eV) = -2.10
- frontier orbital gap (eV) = 4.8
- relative energy (zero: lowest compared OMol25 entry of this formula, charge and spin) (kcal per mole) = 0.0
- multiplicity = 1
- highest occupied orbital energy (hartree) = -0.252


Density functional theory data (ωB97M-V with the def2-TZVPD basis set) for a structure of composition C33H32BrF6N5NaO8PS4.

Atoms and positions in Å:
Na: 0.136 0.253 0.274
C: 2.369 5.546 6.049
C: 1.534 4.905 4.969
C: 0.157 4.796 5.092
C: -0.596 4.167 4.105
C: 0.029 3.646 2.987
C: 1.413 3.729 2.862
C: 2.152 4.369 3.839
S: -0.876 2.547 1.888
O: -2.261 2.608 2.306
O: -0.691 3.112 0.516
N: -0.136 1.223 2.074
C: -0.727 0.238 2.961
C: -0.279 -1.197 2.610
O: -0.358 -2.052 3.512
O: 0.088 -1.390 1.416
H: 1.745 6.097 6.754
H: 3.096 6.234 5.615
H: 2.924 4.785 6.604
H: -0.336 5.198 5.972
H: -1.670 4.062 4.193
H: 1.888 3.285 2.001
H: 3.230 4.437 3.738
H: -1.822 0.251 2.890
H: -0.466 0.445 4.007
F: 3.566 3.077 -1.612
C: 2.346 3.305 -2.159
F: 2.297 2.584 -3.289
F: 2.340 4.605 -2.561
S: 1.000 3.052 -0.809
O: 1.404 1.765 -0.285
O: 1.366 4.289 -0.170
N: -0.136 2.958 -1.946
S: -1.419 2.110 -1.711
O: -1.396 1.002 -0.785
O: -1.939 1.746 -3.024
C: -2.806 3.351 -1.319
F: -3.948 2.860 -1.857
F: -3.106 3.717 -0.089
F: -2.483 4.462 -2.015
C: -1.901 -1.837 -2.100
P: -2.193 -1.633 -0.272
C: -2.337 -3.462 0.025
C: -1.310 -4.078 0.743
C: -1.286 -5.460 0.892
C: -2.283 -6.244 0.331
C: -3.319 -5.637 -0.368
C: -3.345 -4.259 -0.518
C: -3.975 -1.198 -0.331
C: -4.474 -0.282 -1.259
C: -5.787 0.161 -1.184
C: -6.630 -0.303 -0.185
C: -6.143 -1.205 0.753
C: -4.829 -1.637 0.686
H: -1.827 -0.855 -2.564
H: -2.699 -2.419 -2.566
H: -0.947 -2.351 -2.224
H: -0.548 -3.446 1.190
H: -0.484 -5.923 1.455
H: -2.258 -7.323 0.440
H: -4.106 -6.245 -0.803
H: -4.162 -3.798 -1.063
H: -3.824 0.110 -2.031
H: -6.148 0.884 -1.906
H: -7.653 0.050 -0.123
H: -6.791 -1.565 1.544
H: -4.444 -2.318 1.437
Br: 3.230 0.374 2.067
C: 3.486 -0.793 0.602
C: 4.785 -1.142 0.242
C: 4.938 -2.064 -0.777
C: 3.809 -2.609 -1.372
C: 2.566 -2.177 -0.937
N: 2.413 -1.274 0.025
H: 5.629 -0.705 0.756
H: 5.930 -2.365 -1.094
H: 3.894 -3.348 -2.158
H: 1.649 -2.572 -1.356
C: 1.483 -2.479 -5.109
N: 0.628 -1.345 -5.343
C: -0.195 -1.125 -6.437
C: -0.880 0.009 -6.195
N: -0.463 0.494 -4.975
C: 0.451 -0.343 -4.419
S: 1.215 -0.199 -2.955
H: 1.861 -2.863 -6.056
H: 0.947 -3.270 -4.579
H: 2.306 -2.147 -4.476
H: -0.217 -1.792 -7.280
H: -1.609 0.521 -6.797
H: -0.956 1.169 -4.384

- lowest unoccupied orbital energy (eV) = 3.62
- frontier orbital gap (eV) = 6.2
- relative energy (zero: lowest compared OMol25 entry of this formula, charge and spin) (kcal per mole) = 106.6
- multiplicity = 1
- highest occupied orbital energy (hartree) = -0.096
- net charge = -2


Density functional theory data (ωB97M-V with the def2-TZVPD basis set) for a structure of composition C22H21AuI2N2O.

Atoms and positions in Å:
C: 1.629 -3.329 -2.755
I: 2.656 -2.013 -1.291
H: 2.378 -3.493 -3.555
H: 0.720 -2.843 -3.090
H: 1.414 -4.236 -2.189
C: -1.595 2.044 -3.271
C: -0.247 0.709 -2.072
N: -1.444 1.314 -2.102
H: -0.130 2.330 -4.897
I: 0.995 1.995 0.424
N: 0.418 1.180 -3.147
H: -2.508 2.563 -3.486
Au: 0.242 -0.543 -0.465
C: -0.708 -2.308 -0.631
O: -1.500 -3.139 -0.536
C: -0.438 1.937 -3.946
C: 1.843 1.094 -3.370
H: 2.379 1.490 -2.500
H: 2.076 1.708 -4.245
H: 2.129 0.051 -3.534
C: -2.360 1.391 -0.991
H: -3.295 1.764 -1.403
H: -2.003 2.094 -0.226
H: -2.488 0.402 -0.544
C: 0.107 -0.934 1.503
C: 0.130 -0.734 2.728
C: 0.189 -0.512 4.112
C: -0.435 0.693 4.636
C: -0.059 1.291 5.870
C: -0.768 2.383 6.372
C: -1.815 2.953 5.633
C: -2.130 2.440 4.370
C: -1.417 1.357 3.866
C: 0.878 -1.461 4.957
C: 0.548 -1.596 6.330
C: 1.187 -2.535 7.135
C: 2.186 -3.358 6.592
C: 2.500 -3.263 5.227
C: 1.830 -2.354 4.414
H: 0.797 0.900 6.423
H: -0.504 2.791 7.349
H: -2.398 3.777 6.042
H: -2.922 2.879 3.764
H: -1.606 0.984 2.861
H: -0.258 -0.999 6.759
H: 0.887 -2.651 8.181
H: 2.694 -4.094 7.224
H: 3.242 -3.935 4.795
H: 2.009 -2.324 3.343

- lowest unoccupied orbital energy (alpha / beta) (eV) = 4.24 / 4.17
- frontier orbital gap (alpha / beta) (eV) = 2.7 / 3.9
- ⟨S²⟩ = 2.0121
- multiplicity = 3
- highest occupied orbital energy (alpha / beta) (hartree) = 0.057 / 0.010
- net charge = -2


What is the multiplicity in the fourth record?
1


Please write out number 5 again, unchanged.
Density functional theory data (ωB97M-V with the def2-TZVPD basis set) for a structure of composition C22H21AuI2N2O.

Atoms and positions in Å:
C: 1.629 -3.329 -2.755
I: 2.656 -2.013 -1.291
H: 2.378 -3.493 -3.555
H: 0.720 -2.843 -3.090
H: 1.414 -4.236 -2.189
C: -1.595 2.044 -3.271
C: -0.247 0.709 -2.072
N: -1.444 1.314 -2.102
H: -0.130 2.330 -4.897
I: 0.995 1.995 0.424
N: 0.418 1.180 -3.147
H: -2.508 2.563 -3.486
Au: 0.242 -0.543 -0.465
C: -0.708 -2.308 -0.631
O: -1.500 -3.139 -0.536
C: -0.438 1.937 -3.946
C: 1.843 1.094 -3.370
H: 2.379 1.490 -2.500
H: 2.076 1.708 -4.245
H: 2.129 0.051 -3.534
C: -2.360 1.391 -0.991
H: -3.295 1.764 -1.403
H: -2.003 2.094 -0.226
H: -2.488 0.402 -0.544
C: 0.107 -0.934 1.503
C: 0.130 -0.734 2.728
C: 0.189 -0.512 4.112
C: -0.435 0.693 4.636
C: -0.059 1.291 5.870
C: -0.768 2.383 6.372
C: -1.815 2.953 5.633
C: -2.130 2.440 4.370
C: -1.417 1.357 3.866
C: 0.878 -1.461 4.957
C: 0.548 -1.596 6.330
C: 1.187 -2.535 7.135
C: 2.186 -3.358 6.592
C: 2.500 -3.263 5.227
C: 1.830 -2.354 4.414
H: 0.797 0.900 6.423
H: -0.504 2.791 7.349
H: -2.398 3.777 6.042
H: -2.922 2.879 3.764
H: -1.606 0.984 2.861
H: -0.258 -0.999 6.759
H: 0.887 -2.651 8.181
H: 2.694 -4.094 7.224
H: 3.242 -3.935 4.795
H: 2.009 -2.324 3.343

- lowest unoccupied orbital energy (alpha / beta) (eV) = 4.24 / 4.17
- frontier orbital gap (alpha / beta) (eV) = 2.7 / 3.9
- ⟨S²⟩ = 2.0121
- multiplicity = 3
- highest occupied orbital energy (alpha / beta) (hartree) = 0.057 / 0.010
- net charge = -2


Look up the multiplicity of the third one.
1